Molecular formula: C38H38ClN2P2SZr
Method: DFT, ωB97M-V/def2-TZVPD

Geometry (Å):
Zr1 0.09693 -0.17499 0.18253
C1 1.76708 -3.01536 -1.98458
C2 0.31306 -3.01399 -2.49421
P1 -0.78449 -1.68120 -1.88435
C3 -2.23296 -1.54543 -2.93084
C4 -3.11667 -2.61851 -3.07643
C5 -4.20462 -2.49394 -3.92197
C6 -4.41313 -1.30654 -4.61769
C7 -3.53702 -0.24017 -4.47373
C8 -2.44149 -0.35682 -3.63023
C9 -1.43939 -2.26643 -0.24881
C10 -0.95878 -3.35113 0.49762
C11 -1.56483 -3.69282 1.69966
C12 -2.64393 -2.95394 2.17988
C13 -3.11167 -1.85596 1.46878
C14 -2.50038 -1.49245 0.27111
C15 2.59122 -1.73817 -2.21499
P2 2.40208 -0.27662 -1.10337
C16 3.02403 -0.74457 0.54125
C17 4.06743 -0.09433 1.19494
C18 4.36176 -0.41044 2.51261
C19 3.62687 -1.37231 3.20032
C20 2.57405 -2.01261 2.57013
C21 2.26192 -1.68069 1.25403
C22 3.46312 0.98855 -1.78992
C23 2.93303 2.20062 -2.22720
C24 3.76540 3.14547 -2.80833
C25 5.11848 2.87799 -2.95727
C26 5.64891 1.66567 -2.52952
C27 4.82608 0.71649 -1.94900
H1 2.26965 -3.80729 -2.54203
H2 1.82337 -3.33093 -0.94102
H3 -0.15726 -3.97881 -2.29090
H4 0.30933 -2.89551 -3.58153
H5 -2.96137 -3.54326 -2.53247
H6 -4.88750 -3.32302 -4.04815
H7 -5.26127 -1.21868 -5.28345
H8 -3.69994 0.67479 -5.02699
H9 -1.73695 0.46221 -3.53807
H10 -0.17200 -3.98303 0.10164
H11 -1.21952 -4.56233 2.24467
H12 -3.13786 -3.25656 3.09461
H13 -3.98209 -1.31352 1.81423
H14 -2.93811 -0.71685 -0.35043
H15 2.38811 -1.34023 -3.21475
H16 3.65413 -1.98643 -2.19288
H17 4.64987 0.65627 0.67872
H18 5.18309 0.08920 3.00920
H19 3.88912 -1.62773 4.21814
H20 2.01949 -2.78760 3.08620
H21 1.45963 -2.23094 0.75970
H22 1.87489 2.40200 -2.12795
H23 3.35787 4.08692 -3.15041
H24 5.76549 3.61404 -3.41516
H25 6.70315 1.45940 -2.65428
H26 5.24877 -0.22765 -1.62474
C28 -1.90914 2.51293 5.79752
N1 -1.42565 2.35669 4.41913
C29 -0.54447 4.14969 2.94157
C30 0.67764 3.95249 2.47096
N2 0.67287 2.53869 2.48211
C31 -0.34728 0.56094 3.28755
S1 -0.36218 -0.93848 3.39801
H27 -2.68409 3.27560 5.78620
H28 -1.09093 2.82568 6.44046
H29 -2.31389 1.56512 6.14372
H30 -1.25330 4.93987 3.14175
H31 1.55890 4.52919 2.24182
H32 1.00719 0.63319 1.38799
Cl1 -0.69380 2.29294 3.16335
C32 -1.81383 2.06166 1.80866
C33 -3.15866 1.88039 2.10147
C34 -4.14896 1.82429 1.14195
C35 -3.79990 1.92699 -0.19440
C36 -2.46345 2.01103 -0.52530
C37 -1.41531 2.04713 0.42133
C38 -0.04868 2.02970 -0.21587
H33 -3.44700 1.82252 3.14722
H34 -5.18040 1.72760 1.45257
H35 -4.55615 1.94609 -0.96786
H36 -2.18414 2.09287 -1.56781
H37 0.75785 2.52046 0.30676
H38 -0.16745 2.39489 -1.23316

The total energy comes out at -86175.1903 eV. For the HOMO-LUMO gap, the calculation gives 6.13 eV. The lowest unoccupied orbital energy comes out at -0.3676 Ha. The value obtained for the energy above the lowest of the compared OMol25 structures with the same formula, charge and spin is 474.9 kcal per mole. Its highest occupied orbital energy is -16.135 eV. As for the charge: +3.